Version i
# C3H5N3OS

C3H5N3OS in the gas phase (ωB97M-V with the def2-TZVPD basis set, the Open Molecules 2025 dataset).

Properties
Kohn-Sham gap: 8.7 eV
HOMO energy: -0.3231 Ha
LUMO energy: -0.10 eV

Last column: natural (NBO) charge in e.
Atoms and positions in Å:
C -2.3858 -0.8872 -0.0965  -0.45
N -1.6478 0.4561 0.0037  -0.48
C -0.4082 0.4533 -0.0644  0.60
N 0.5836 -0.4448 -0.2607  -0.54
C 1.6851 0.2541 -0.1558  0.26
S 3.2820 -0.4617 -0.1006  0.02
N 1.5494 1.6160 -0.1856  -0.32
O 0.1333 1.7483 -0.0547  -0.34
H -1.6370 -1.6900 0.0914  0.20
H -2.8910 -0.7859 -1.1478  0.21
H -3.2350 -0.9197 0.7000  0.21
H 2.9792 -1.6723 0.7865  0.20
H 1.9923 2.3340 0.4844  0.42

Version ii
# C3H5N3OS

C3H5N3OS in the gas phase (ωB97M-V with the def2-TZVPD basis set, the Open Molecules 2025 dataset).

Properties
Kohn-Sham gap: 8.8 eV
HOMO energy: -0.3301 Ha
LUMO energy: -0.16 eV

Last column: natural (NBO) charge in e.
Atoms and positions in Å:
H -1.9395 -1.3707 -0.0068  0.36
N -1.1250 -2.1708 0.0256  -0.63
C -0.3195 -1.2574 -0.0571  0.62
O 1.0596 -1.4598 -0.1659  -0.45
C 1.7855 -0.3775 -0.1691  0.22
S 3.4361 -0.4698 -0.0604  -0.05
C 0.8616 0.8651 0.0608  -0.32
N -0.4006 0.0342 -0.0733  -0.33
N -1.6784 0.5538 -0.2209  -0.66
H 0.9719 2.0078 -0.5856  0.26
H 1.1237 1.2568 1.1913  0.24
H -2.2056 0.8299 0.9011  0.35
H -1.5697 1.5584 -0.8397  0.39

version i (0.0658 hartree below the next structure)

Version i
# C24H48O24

8 unconnected molecules or ions with the total composition C24H48O24 (ωB97M-V with the def2-TZVPD basis set, the Open Molecules 2025 dataset).

Properties
Kohn-Sham gap: 10.9 eV
HOMO energy: -0.3909 Ha
LUMO energy: 0.27 eV

Last column: Mulliken charge in e.
Atoms and positions in Å:
C 2.8323 -4.7678 10.7065  -0.62
O 2.6276 -3.4888 10.1081  -0.29
C 2.7277 -3.3874 8.7483  0.81
O 3.1696 -4.2343 7.9200  -0.60
O 2.4347 -2.1605 8.3441  -0.30
C 2.9848 -1.6101 7.2201  -0.64
H 1.9106 -5.1929 11.1038  0.26
H 3.3417 -4.5067 11.6341  0.23
H 3.4521 -5.4194 10.0907  0.33
H 2.3669 -0.7535 6.9508  0.23
H 2.9094 -2.2910 6.3722  0.31
H 4.0270 -1.3311 7.3750  0.28
C -3.8808 6.0155 -6.8874  -0.68
O -2.5735 6.5771 -6.8310  -0.31
C -2.3755 7.8820 -7.1831  0.79
O -3.2763 8.6432 -7.4049  -0.54
O -1.0554 8.0871 -7.2890  -0.30
C -0.5839 9.4278 -7.5603  -0.70
H -4.6311 6.6179 -7.3994  0.31
H -4.5330 5.8232 -6.0355  0.29
H -3.7178 5.0207 -7.3020  0.26
H -1.2669 10.2573 -7.3774  0.32
H -0.2452 9.6460 -8.5731  0.28
H 0.2570 9.6512 -6.9037  0.28
C 8.6203 -4.8103 -2.4813  -0.61
O 7.5595 -5.5222 -3.1811  -0.30
C 6.6611 -4.9109 -3.9210  0.77
O 6.5630 -3.6546 -4.1108  -0.59
O 5.6888 -5.8803 -4.1804  -0.29
C 4.3858 -5.4738 -4.7011  -0.61
H 8.1701 -3.9430 -1.9985  0.31
H 9.3768 -4.4878 -3.1967  0.28
H 9.0166 -5.4181 -1.6679  0.24
H 4.4666 -5.3091 -5.7755  0.28
H 4.0944 -4.5176 -4.2665  0.29
H 3.5929 -6.2035 -4.5367  0.25
C -1.0332 0.6678 -2.0115  -0.61
O -0.0470 -0.1097 -1.3098  -0.27
C 1.2146 0.3409 -1.2298  0.69
O 1.7166 1.2085 -1.9408  -0.54
O 1.8937 -0.4703 -0.2290  -0.26
C 3.2699 -0.4587 -0.1241  -0.61
H -2.0173 0.2456 -1.8075  0.22
H -0.8326 0.6292 -3.0822  0.30
H -0.9712 1.7270 -1.7621  0.30
H 3.5189 -1.0081 0.7837  0.22
H 3.6995 0.5425 -0.0886  0.29
H 3.7212 -1.0466 -0.9233  0.27
C -8.8710 0.1219 -4.9168  -0.65
O -10.0978 -0.0115 -5.6528  -0.31
C -10.2686 0.4751 -6.8556  0.81
O -9.4220 1.0862 -7.4873  -0.57
O -11.5414 0.1056 -7.2979  -0.30
C -11.8390 0.3686 -8.6749  -0.67
H -8.8121 0.8557 -4.1130  0.27
H -8.0590 0.4256 -5.5776  0.32
H -8.6902 -0.8870 -4.5459  0.24
H -12.2029 1.3959 -8.6570  0.30
H -12.7776 -0.1544 -8.8584  0.25
H -11.0366 0.1867 -9.3899  0.30
C -2.8781 -0.7875 4.0225  -0.68
O -2.4082 0.4651 3.4501  -0.27
C -3.1852 1.5239 3.5553  0.79
O -4.3408 1.5345 3.9985  -0.59
O -2.5189 2.6075 3.1195  -0.29
C -3.0817 3.8528 2.9474  -0.66
H -3.7866 -1.1982 3.5819  0.30
H -2.8275 -0.8330 5.1104  0.31
H -2.0722 -1.4796 3.7785  0.26
H -2.9629 4.1858 1.9163  0.23
H -2.7077 4.6270 3.6173  0.25
H -4.1547 3.7759 3.1233  0.34
C 2.0016 -7.8388 1.8864  -0.61
O 2.7749 -9.0618 1.6942  -0.30
C 2.1545 -10.0089 0.9615  0.81
O 1.4563 -9.7355 -0.0377  -0.59
O 2.5503 -11.2018 1.3700  -0.30
C 2.1924 -12.3907 0.6762  -0.62
H 2.6754 -6.9980 1.7211  0.21
H 1.6001 -7.7252 2.8934  0.26
H 1.1310 -7.7990 1.2318  0.33
H 1.1401 -12.6671 0.7422  0.28
H 2.8020 -13.2016 1.0748  0.23
H 2.4311 -12.2615 -0.3794  0.30
C 3.0272 6.9006 3.5444  -0.59
O 3.5968 7.5384 4.7184  -0.30
C 2.9370 8.5907 5.2900  0.77
O 1.8368 9.0070 4.9766  -0.55
O 3.7121 9.0495 6.2398  -0.29
C 3.2688 10.0125 7.1520  -0.63
H 3.6437 6.1109 3.1149  0.24
H 2.9000 7.6745 2.7875  0.28
H 2.1596 6.3129 3.8445  0.26
H 2.2731 9.7050 7.4714  0.30
H 3.1999 10.9910 6.6766  0.28
H 3.8469 10.1119 8.0708  0.24

Version ii
# C24H48O24

8 unconnected molecules or ions with the total composition C24H48O24 (ωB97M-V with the def2-TZVPD basis set, the Open Molecules 2025 dataset).

Properties
Kohn-Sham gap: 10.3 eV
HOMO energy: -0.3612 Ha
LUMO energy: 0.44 eV

Last column: Mulliken charge in e.
Atoms and positions in Å:
C -3.3543 3.6204 -5.9261  -0.79
O -3.3518 2.6724 -4.9001  -0.30
C -2.4195 1.7574 -4.9451  0.85
O -1.2613 2.0299 -5.7753  -0.65
O -2.6616 0.7336 -4.1676  -0.29
C -1.8730 -0.3520 -4.2717  -0.13
H -2.6016 4.3829 -5.7436  0.26
H -4.3690 3.9337 -5.8690  0.29
H -3.1213 3.1734 -6.8134  0.39
H -1.9494 -0.9226 -5.1515  0.54
H -2.2664 -1.1014 -3.4978  -0.16
H -0.7696 -0.0946 -3.9899  -0.08
C 1.4285 -0.7087 -2.1584  0.62
O 0.4798 -1.7451 -1.8232  -0.30
C 0.7416 -2.4317 -0.7135  0.47
O 2.0087 -2.8724 -0.2603  -0.65
O -0.3883 -2.6858 -0.0747  0.05
C -0.4354 -3.3817 1.1716  -0.65
H 2.2861 -1.2516 -2.5613  0.52
H 1.6024 -0.0717 -1.2264  -0.07
H 1.0534 -0.1028 -2.9051  -1.07
H -1.4372 -3.4576 1.4550  0.18
H 0.1152 -2.9451 1.9201  0.11
H -0.0269 -4.3321 1.0952  0.48
C 5.1274 -0.8408 3.0281  -0.70
O 3.9201 -1.5245 2.7531  -0.08
C 3.4079 -2.4153 3.6353  0.37
O 4.2204 -2.8939 4.7617  -0.65
O 2.0777 -2.8329 3.5220  -0.08
C 1.4003 -3.4344 4.6524  -0.87
H 6.0097 -1.4486 3.1398  0.34
H 5.1188 -0.3560 4.0027  0.32
H 5.4532 -0.1464 2.2043  0.24
H 1.9883 -4.2626 4.9872  0.38
H 0.4362 -3.8474 4.2970  0.28
H 1.2503 -2.8026 5.4820  0.35
C -1.3741 4.2475 -2.0018  -0.36
O -0.6589 3.9759 -3.2588  -0.37
C 0.2105 2.9450 -3.1906  0.01
O 0.3619 2.1702 -2.0017  0.85
O 0.9929 2.8671 -4.2061  -0.34
C 1.6867 1.7205 -4.5355  -0.59
H -1.8537 3.3976 -1.4457  0.08
H -1.9979 5.1561 -2.0269  0.36
H -0.6708 4.5407 -1.2211  0.04
H 2.3187 1.9605 -5.4482  0.28
H 1.1142 0.8921 -4.8123  0.30
H 2.3755 1.4254 -3.7551  0.17
C 4.9806 -0.2115 -0.6293  -0.03
O 4.2636 0.7524 -1.2308  -0.27
C 3.8308 1.8860 -0.5970  0.79
O 4.2797 2.1279 0.7454  -0.67
O 3.1777 2.7585 -1.3496  -0.16
C 2.7093 3.9812 -0.7846  -0.37
H 6.0393 -0.0151 -0.5549  0.42
H 4.8072 -1.2443 -1.1026  0.21
H 4.6599 -0.3202 0.4115  -0.41
H 1.6986 4.0676 -1.1017  -0.09
H 3.2034 4.8193 -1.3408  0.33
H 2.9167 4.1675 0.3193  0.31
C -0.1270 4.2357 1.9252  -0.99
O 0.6204 3.2353 1.1913  0.11
C 0.7502 1.9662 1.6954  0.01
O 0.2802 1.6472 3.0324  -0.75
O 1.4525 1.1734 1.0258  1.14
C 1.9633 -0.0717 1.5357  -1.61
H -0.3190 3.9638 2.9622  0.32
H -1.0269 4.4182 1.4157  0.33
H 0.5219 5.1264 1.9138  0.28
H 2.4848 -0.6849 0.8282  0.25
H 1.1963 -0.5933 1.9910  0.37
H 2.6330 0.2348 2.2990  0.68
C -1.3646 -0.7909 3.9332  0.12
O -2.7273 -1.2677 3.7421  -0.30
C -3.1544 -2.5611 3.9224  0.77
O -2.2260 -3.7458 4.0868  -0.64
O -4.4846 -2.7420 3.8393  -0.24
C -5.1752 -3.9840 3.9119  -0.70
H -0.7084 -1.6345 4.2730  0.04
H -1.3164 -0.0555 4.7082  0.39
H -1.0605 -0.4068 3.0121  -0.28
H -4.7214 -4.7193 3.1768  0.25
H -6.2264 -3.8898 3.6918  0.33
H -4.9632 -4.6020 4.8247  0.27
C -4.7066 -3.4869 0.2218  -0.83
O -3.7594 -2.4696 0.6789  -0.04
C -3.2518 -1.6069 -0.1935  0.55
O -3.4232 -1.7720 -1.5919  -0.73
O -2.5637 -0.5908 0.3432  -0.25
C -1.8072 0.2108 -0.5398  0.07
H -5.5168 -2.9989 -0.3237  0.36
H -5.3697 -4.0279 0.9219  0.22
H -4.2825 -4.1170 -0.5524  0.34
H -1.3480 0.8990 0.1301  -0.19
H -2.2148 0.9430 -1.2299  0.33
H -0.9688 -0.3437 -1.0175  -0.01

version i (0.4119 hartree below the next structure)